Entry from OMol25: 3 unconnected molecules or ions with the total composition C20H38I2NO7S in a non-equilibrium geometry (wB97M-V/def2-TZVPD).

Computed properties:
2S+1: 2
HOMO level (alpha / beta): -8.6 / -9.2 eV
gap between HOMO and LUMO (alpha / beta): 8.505 / 9.035 eV
DFT total energy: -64214.18241 eV

Bonds (Å) are listed after each position.
CARTESIAN COORDINATES (ANGSTROEM)
1 H 1.052 -2.203 2.912  C4 1.091
2 C 1.590 1.983 2.378  H7 1.091, H55 1.088, C58 1.545, C60 1.533
3 H 5.575 1.038 1.983  C43 1.087
4 C 2.003 -1.795 2.569  H1 1.091, C18 1.546, H22 1.084, H32 1.085
5 H 0.423 1.208 4.836  C10 1.089
6 S 3.944 2.723 1.148  H26 1.342, C58 1.863
7 H 1.261 2.502 1.476  C2 1.091
8 H -5.950 -1.459 -3.026  C29 1.088
9 H -6.315 -3.592 -4.279  C14 1.091
10 C 0.593 0.399 4.128  H5 1.089, H31 1.086, H51 1.090, C60 1.538
11 H -2.149 3.007 -6.716  C24 1.089
12 H -4.610 -3.614 -4.734  C14 1.089
13 H -3.043 1.761 -1.898  C59 1.090
14 C -5.444 -2.964 -4.473  H9 1.091, H12 1.089, C29 1.514, H44 1.090
15 H -1.680 0.125 -3.238  C28 1.090
16 H 6.256 0.952 4.960  C34 1.088
17 H -1.719 -4.433 -0.711  C49 1.088
18 C 1.723 -0.805 1.415  C4 1.546, C27 1.547, C42 1.544, N48 1.488
19 H 1.595 -1.056 -0.768  C27 1.086
20 H -2.541 -5.860 -1.391  C49 1.089
21 H 2.310 -2.422 0.103  C27 1.090
22 H 2.647 -2.595 2.225  C4 1.084
23 H 2.688 0.600 0.143  C42 1.090
24 C -2.419 3.880 -6.123  H11 1.089, H33 1.086, O65 1.429, H69 1.088
25 C -2.276 2.837 -4.053  O46 1.330, O53 1.204, O65 1.336
26 H 2.939 3.228 0.416  S6 1.342
27 C 1.536 -1.655 0.137  C18 1.547, H19 1.086, H21 1.090, H56 1.090
28 C -1.312 0.520 -2.290  H15 1.090, H37 1.091, C59 1.510, H64 1.088
29 C -5.120 -2.124 -3.256  H8 1.088, C14 1.514, H36 1.090, O41 1.437
30 H 3.425 0.365 3.954  C35 1.086
31 H 1.568 -0.022 4.355  C10 1.086
32 H 2.463 -1.298 3.418  C4 1.085
33 H -2.032 4.778 -6.597  C24 1.086
34 C 6.450 1.191 3.917  H16 1.088, H38 1.091, C43 1.529, H63 1.088
35 C 3.869 1.142 3.339  H30 1.086, C43 1.554, C58 1.551, I67 2.185
36 H -4.235 -1.507 -3.415  C29 1.090
37 H -0.231 0.634 -2.373  C28 1.091
38 H 7.363 0.660 3.641  C34 1.091
39 H -0.880 2.450 1.836  C47 1.089
40 H -1.023 2.285 3.577  C47 1.090
41 O -4.948 -2.933 -2.080  C29 1.437, C61 1.331
42 C 2.865 0.196 1.139  C18 1.544, H23 1.090, H57 1.089, C58 1.552
43 C 5.325 0.723 2.993  H3 1.087, C34 1.529, C35 1.554, I52 2.179
44 H -5.658 -2.320 -5.325  C14 1.090
45 H -2.694 -5.485 0.341  C49 1.086
46 O -1.606 2.869 -2.905  C25 1.330, C59 1.439
47 C -0.872 1.729 2.652  H39 1.089, H40 1.090, H50 1.088, C60 1.547
48 N 0.448 -0.077 1.659  C18 1.488, C60 1.488, O62 1.287
49 C -2.607 -5.060 -0.655  H17 1.088, H20 1.089, H45 1.086, O54 1.429
50 H -1.698 1.037 2.507  C47 1.088
51 H -0.163 -0.369 4.284  C10 1.090
52 I 5.525 -1.446 2.917  C43 2.179
53 O -3.163 2.076 -4.343  C25 1.204
54 O -3.790 -4.289 -0.866  C49 1.429, C61 1.336
55 H 1.606 2.723 3.175  C2 1.088
56 H 0.571 -2.161 0.162  C27 1.090
57 H 3.792 -0.372 1.073  C42 1.089
58 C 2.998 1.419 2.085  C2 1.545, S6 1.863, C35 1.551, C42 1.552
59 C -1.957 1.845 -1.958  H13 1.090, C28 1.510, O46 1.439, H68 1.089
60 C 0.479 0.978 2.707  C2 1.533, C10 1.538, C47 1.547, N48 1.488
61 C -3.787 -3.579 -1.997  O41 1.331, O54 1.336, O66 1.203
62 O -0.131 0.309 0.576  N48 1.287
63 H 6.652 2.253 3.792  C34 1.088
64 H -1.524 -0.206 -1.508  C28 1.088
65 O -1.807 3.814 -4.834  C24 1.429, C25 1.336
66 O -2.884 -3.533 -2.790  C61 1.203
67 I 3.829 2.844 4.709  C35 2.185
68 H -1.594 2.207 -0.998  C59 1.089
69 H -3.501 3.947 -6.037  C24 1.088